# 1
Molecular formula: C28H64Cl12N6O11P2
Method: DFT, wB97M-V/def2-TZVPD

Output
LUMO level	0.459	eV
2S+1	1
charge	0
HOMO-LUMO gap	8.9748	eV
ΔE to the lowest compared entry with this formula, charge and spin	0.000	eV
HOMO level	-8.5161	eV
energy	-8466.5376	Ha
SMILES	CN(C)P(=O)(N(C)C)N(C)C.CN(C)P(=O)(N(C)C)N(C)C.CCOC(=O)OC.CCOC(=O)OC.CCOC(=O)OC.ClC(Cl)Cl.ClC(Cl)Cl.ClC(Cl)Cl.ClC(Cl)Cl

Each line ends with the Mulliken charge.
Element x y z (Å)
C: -3.2312 -3.8815 -0.1421  -0.957
N: -2.4982 -5.0895 0.0277  0.521
C: -2.6013 -6.0915 -1.0384  -1.149
P: -1.2774 -5.1425 1.1224  0.410
O: 0.0120 -4.3899 0.9307  -0.883
N: -2.1075 -4.5797 2.4374  0.629
C: -1.4777 -3.8640 3.5870  -0.867
C: -3.5296 -4.8325 2.7410  -1.234
N: -0.9866 -6.8396 1.2987  0.177
C: -1.9134 -7.6877 2.0056  -0.869
C: 0.4165 -7.1306 1.5578  -1.029
H: -2.6999 -3.1213 0.4197  0.062
H: -4.2598 -3.9521 0.2629  0.206
H: -3.3612 -3.4790 -1.1464  0.423
H: -1.7820 -6.7777 -1.0377  0.369
H: -2.5472 -5.5794 -2.0165  0.315
H: -3.5563 -6.6122 -1.0004  0.342
H: -1.2152 -4.5682 4.3663  0.288
H: -0.6435 -3.2431 3.2018  0.107
H: -2.1789 -3.1315 4.0044  0.207
H: -3.6584 -5.3274 3.6886  0.437
H: -4.0759 -3.8815 2.8369  0.223
H: -3.9860 -5.4620 1.9512  0.418
H: -2.0779 -7.4898 3.0853  0.188
H: -2.8610 -7.4669 1.5076  0.256
H: -1.6299 -8.7200 1.8506  0.375
H: 1.0535 -6.3820 1.0626  0.328
H: 0.6777 -8.1440 1.1810  0.323
H: 0.8134 -7.1693 2.5937  0.308
C: -0.5323 0.3263 -2.5841  -0.620
N: -1.4043 0.5454 -3.7952  1.191
C: -2.2979 -0.4795 -4.3221  -1.159
P: -0.8838 1.7888 -4.7922  -0.713
O: 0.3097 2.4458 -4.2031  -0.580
N: -0.5483 1.1075 -6.2803  0.604
C: -1.2766 1.2503 -7.4935  -1.158
C: 0.4579 0.0877 -6.2452  -0.924
N: -2.2330 2.6780 -5.0097  0.247
C: -1.8255 4.0003 -5.5669  -1.044
C: -3.2672 2.7778 -4.0126  -0.872
H: 0.2843 -0.4187 -2.6878  0.255
H: -1.1435 0.0173 -1.7054  -0.026
H: -0.0307 1.2220 -2.3461  -0.197
H: -2.8109 -0.1145 -5.1791  0.383
H: -3.0754 -0.7988 -3.6289  0.258
H: -1.7292 -1.4076 -4.5405  0.291
H: -0.6243 1.6816 -8.2760  0.350
H: -1.7123 0.3168 -7.8505  0.352
H: -2.1267 1.9147 -7.3514  0.364
H: 0.9858 0.0623 -7.2408  0.392
H: 1.2381 0.3171 -5.4314  0.164
H: 0.0581 -0.9136 -6.0824  0.240
H: -1.3468 4.6363 -4.8167  0.226
H: -1.0676 3.7274 -6.3089  0.410
H: -2.6468 4.5549 -6.0368  0.343
H: -3.4828 1.7898 -3.5861  0.278
H: -4.1965 3.1660 -4.3843  0.381
H: -3.0058 3.4553 -3.2283  0.331
C: -3.4212 -0.1447 4.0892  -1.553
C: -2.4722 -0.2128 2.9106  0.718
O: -3.1254 -0.9567 1.7798  -0.086
C: -3.3891 -0.2532 0.6487  0.559
O: -3.8657 -0.7887 -0.3065  -0.590
O: -2.9860 1.0022 0.6563  -0.259
C: -3.2118 1.7623 -0.5344  -0.727
H: -3.7552 -1.1269 4.4134  0.294
H: -4.2607 0.4876 3.8989  0.377
H: -2.8011 0.2671 4.8904  0.422
H: -1.4913 -0.6451 3.1529  -0.035
H: -2.3854 0.7989 2.5205  0.184
H: -3.0329 2.8298 -0.2619  0.333
H: -4.2305 1.5697 -0.8788  0.479
H: -2.4829 1.5672 -1.3339  0.010
C: 6.7125 1.8973 1.4494  -0.781
C: 5.9766 2.3794 2.6901  -0.318
O: 4.9241 1.3722 3.0878  0.064
C: 5.3277 0.3000 3.7721  0.454
O: 6.4963 -0.0025 3.9962  -0.608
O: 4.1923 -0.3024 4.2039  -0.080
C: 4.3959 -1.3930 5.0524  -0.894
H: 6.8735 0.8462 1.5245  0.360
H: 7.5517 2.5583 1.3878  0.405
H: 6.1555 2.1711 0.5835  -0.054
H: 5.3751 3.2660 2.5278  0.265
H: 6.6648 2.4561 3.5532  0.361
H: 4.7996 -1.1289 6.0105  0.357
H: 5.0861 -2.1359 4.6224  0.334
H: 3.4245 -1.8235 5.2606  0.274
C: 0.0708 3.4001 0.5638  -0.604
C: 0.0572 2.0219 1.1247  0.158
O: 1.3796 1.5193 1.1352  0.633
C: 1.5331 0.3799 1.8040  0.347
O: 0.7656 0.0957 2.7197  -0.700
O: 2.5159 -0.3773 1.3509  -0.240
C: 2.6026 -1.6642 1.9702  -0.756
H: -0.9311 3.8411 0.4430  0.317
H: 0.5066 3.3769 -0.4366  -0.237
H: 0.6947 4.0424 1.1940  0.149
H: -0.5666 1.3106 0.5327  -0.110
H: -0.3667 2.0304 2.1144  0.319
H: 2.5169 -1.5349 3.0329  0.148
H: 3.6031 -1.9907 1.6946  0.243
H: 1.8383 -2.3412 1.6493  0.374
Cl: 2.5195 2.0767 -2.2505  0.166
C: 3.9599 2.4888 -1.2344  -0.152
Cl: 3.6209 3.8371 -0.1970  0.009
Cl: 5.4442 2.6846 -2.1831  -0.117
H: 4.0687 1.6058 -0.5938  0.066
Cl: 3.7621 5.0429 -4.2002  -0.148
C: 2.0022 4.8437 -3.9787  1.000
Cl: 1.1857 5.9404 -5.1318  -0.182
Cl: 1.4362 5.2999 -2.4258  -0.025
H: 1.7081 3.8099 -4.1513  -0.508
Cl: 2.3275 2.7963 7.0614  -0.156
C: 1.8304 2.5931 5.3658  0.527
Cl: 2.8114 3.5320 4.2567  -0.114
Cl: 0.1307 3.1820 5.2615  -0.162
H: 1.8925 1.5667 5.1082  -0.185
Cl: -0.4949 8.1278 0.6596  -0.146
C: 1.1344 7.7822 1.4030  -0.178
Cl: 2.0156 6.7079 0.2113  -0.047
Cl: 0.8765 6.9144 2.8783  -0.064
H: 1.6204 8.7406 1.5276  0.417

Atomic forces in eV per Å
-0.9 1.2 0.7
0.7 -1.7 -1.3
-0.4 1.2 -0.7
0.9 -0.2 0.9
-1.5 -0.8 0.1
-0.6 0.9 1.8
0.1 0.4 -1.6
0.2 0.0 -1.1
1.5 1.6 0.5
-1.0 0.9 -0.4
1.4 -0.7 -0.4
-0.3 0.4 0.1
0.4 0.0 -0.1
0.5 -0.5 -0.3
0.3 -0.5 0.4
-0.1 -0.1 0.3
-0.1 -0.2 0.1
0.4 0.0 0.2
-0.1 -0.8 0.4
-0.2 -0.3 -0.1
0.2 -0.5 0.5
0.1 -0.1 -0.3
0.2 0.5 0.5
0.5 0.0 -0.3
-0.3 -0.6 0.2
-0.1 -0.3 0.0
-0.3 -0.4 0.0
-0.3 0.5 -0.1
-0.9 0.3 0.1
-1.3 -1.7 -0.2
1.3 0.4 1.0
1.1 -1.0 1.1
0.4 -1.9 0.5
-0.3 0.1 -0.1
-0.3 0.5 1.1
-0.4 0.5 -0.7
2.2 0.1 -0.1
-0.5 1.9 -0.9
0.1 -0.6 -0.3
-0.2 -1.0 0.5
-0.6 0.0 -0.4
0.2 0.1 -0.7
0.2 1.2 0.2
-0.2 0.3 -0.9
0.0 0.3 0.5
-0.3 0.4 -0.3
-0.3 -0.3 0.1
0.2 -0.3 -0.1
0.1 0.1 0.0
-0.3 0.1 1.0
-1.1 -0.4 -1.2
-0.1 -0.1 0.1
-0.1 -0.1 0.0
-0.1 0.7 -0.2
0.0 -0.4 0.1
0.1 0.4 -0.1
-0.4 0.1 -0.8
0.5 0.5 0.9
1.3 -0.7 0.2
-1.1 0.2 -0.8
0.5 1.3 0.3
0.7 -1.5 0.5
-0.7 -0.3 -0.6
0.4 1.0 0.3
0.1 1.0 -0.2
-0.1 -0.1 0.0
-0.6 0.4 -0.1
-0.3 0.1 0.2
-0.5 -0.1 -0.4
0.7 -0.2 0.4
-0.5 -0.9 0.0
0.2 0.2 -0.1
-0.3 -0.5 0.3
-1.1 1.4 0.9
-0.5 -1.9 0.8
0.7 0.5 -0.3
1.1 1.0 0.1
-2.2 0.0 -0.1
1.0 0.7 -0.4
0.3 -1.5 0.3
0.7 -0.5 -0.1
1.2 -0.3 -0.1
-0.7 -0.3 -0.8
0.2 0.2 0.1
-0.5 0.2 -0.4
0.4 0.6 0.5
-0.4 0.2 0.0
-0.2 -0.2 -0.3
0.3 0.6 -0.7
-1.5 -0.5 -0.3
1.5 -0.4 -0.6
-1.8 -0.1 1.3
1.1 -0.4 -0.6
-0.4 0.8 -0.4
0.9 0.3 0.3
0.3 -0.3 0.4
0.1 0.1 0.0
-0.2 0.1 -0.1
0.4 0.5 0.2
0.0 -0.1 0.5
0.1 -0.1 0.4
-0.1 -0.3 0.1
-0.5 -0.3 -0.6
0.9 0.3 0.2
-0.6 -1.4 0.0
0.2 0.4 0.2
-0.4 0.0 0.2
0.2 0.4 -0.2
-0.4 -0.1 0.3
0.2 0.3 -1.0
0.0 -0.3 -0.4
-0.1 0.2 0.9
0.1 0.2 -0.3
0.3 -0.2 -0.3
-0.7 1.5 0.6
0.1 0.0 0.1
0.3 -0.5 -0.2
-0.1 -0.8 -0.3
0.7 0.1 0.3
-1.0 -0.9 -1.6
-0.2 1.1 1.1
0.3 0.0 0.5
0.3 -0.2 0.1


# 2
Molecular formula: C3H3PS
Method: DFT, wB97M-V/def2-TZVPD

Output
LUMO level	-1.155	eV
2S+1	1
charge	0
HOMO-LUMO gap	6.6443	eV
ΔE to the lowest compared entry with this formula, charge and spin	0.881	eV
HOMO level	-7.7995	eV
energy	-855.5451	Ha
SMILES	Cc1pc1=S

Each line ends with the Mulliken charge.
Element x y z (Å)
C: 1.3102 0.0836 0.0015  -0.893
C: -0.3016 0.3140 -0.0874  0.510
P: -1.5261 1.5523 0.0099  0.004
C: -1.5045 -0.3535 -0.1355  -0.254
S: -2.6488 -1.5192 -0.0214  -0.305
H: 1.5482 -0.3979 -0.8358  0.350
H: 1.4291 -0.6973 0.7706  0.285
H: 1.6935 1.0180 0.2981  0.303

Atomic forces in eV per Å
-5.3 0.0 3.6
1.5 0.8 0.2
1.5 -2.1 -0.3
-1.5 0.9 0.7
1.1 0.2 -0.3
1.6 -1.1 -3.8
0.1 0.5 0.1
1.0 0.8 -0.2


# 3
Molecular formula: C3H8N2O
Method: DFT, wB97M-V/def2-TZVPD

Output
LUMO level	1.046	eV
2S+1	1
charge	0
HOMO-LUMO gap	10.7027	eV
ΔE to the lowest compared entry with this formula, charge and spin	1.806	eV
HOMO level	-9.6571	eV
energy	-303.8258	Ha
SMILES	C=NC.NC=O

Each line ends with the Mulliken charge.
Element x y z (Å)
C: -1.1032 0.7519 2.5836  -0.253
N: -0.4831 0.4896 1.5260  -0.359
C: -1.2007 0.0668 0.3330  -0.387
H: -0.5654 1.0906 3.4656  0.256
H: -2.1882 0.6480 2.7138  0.242
H: -1.7933 0.8819 -0.0955  0.293
H: -1.8718 -0.7863 0.5142  0.353
H: -0.4452 -0.2661 -0.3597  -0.207
N: 1.7914 0.1582 -1.4846  -0.387
C: 1.6008 -1.1052 -1.9867  0.116
O: 0.9140 -1.9604 -1.4785  -0.521
H: 1.8466 0.8829 -2.1871  0.244
H: 1.3454 0.4074 -0.6137  0.275
H: 2.1526 -1.2592 -2.9305  0.333

Atomic forces in eV per Å
-0.3 -0.1 0.2
0.3 0.4 0.0
-0.3 -0.3 0.3
0.2 0.0 -0.1
0.0 0.0 -0.2
0.2 0.0 0.1
0.1 0.2 0.1
-0.3 -0.2 -0.4
0.1 -0.1 -0.4
-0.4 0.2 0.1
0.4 0.0 0.1
0.3 0.0 0.3
-0.1 0.0 0.0
-0.1 0.0 0.0


# 4
Molecular formula: C4H7NO2S
Method: DFT, wB97M-V/def2-TZVPD

Output
LUMO level	-0.314	eV
2S+1	1
charge	0
HOMO-LUMO gap	9.6003	eV
ΔE to the lowest compared entry with this formula, charge and spin	3.876	eV
HOMO level	-9.9141	eV
energy	-759.9341	Ha
SMILES	CCSC(=O)NC=O

Each line ends with the Mulliken charge.
Element x y z (Å)
C: 1.0174 -1.1730 -2.5196  -0.732
C: 0.7375 0.2921 -2.1489  -0.488
S: 0.8852 0.5004 -0.4344  -0.217
C: -0.8144 -0.1520 -0.0276  0.638
O: -1.4666 -0.9351 -0.7367  -0.559
N: -1.0588 -0.0406 1.2791  -0.166
C: -0.3292 0.7944 2.2346  0.109
O: -0.3149 0.3482 3.5188  -0.536
H: 0.1084 -1.8075 -2.4424  0.285
H: 1.5993 -1.3349 -3.6341  0.235
H: 1.9240 -1.0352 -1.7513  0.223
H: 1.5094 0.9899 -2.6784  0.329
H: -0.1777 0.6740 -2.6529  0.322
H: -1.6470 -0.6825 1.8445  0.309
H: 0.5169 1.5996 1.8242  0.247

Atomic forces in eV per Å
3.9 1.2 -1.5
0.0 1.7 -4.6
-2.1 0.7 0.9
0.4 -3.1 -2.1
1.4 2.5 1.1
0.5 2.4 4.8
2.1 -3.4 4.9
-0.5 3.3 -7.7
1.3 0.1 0.6
-2.0 0.6 3.0
-1.6 -3.1 -1.5
-0.9 -1.3 1.2
0.1 -0.1 1.1
0.3 0.3 -1.2
-2.8 -1.9 1.0


# 5
Molecular formula: C4H2N2OS
Method: DFT, wB97M-V/def2-TZVPD

Output
LUMO level	-2.455	eV
2S+1	1
charge	0
HOMO-LUMO gap	6.9829	eV
ΔE to the lowest compared entry with this formula, charge and spin	0.224	eV
HOMO level	-9.4376	eV
energy	-736.5011	Ha
SMILES	O=C1N=CC=NC1=S

Each line ends with the Mulliken charge.
Element x y z (Å)
O: -0.4221 2.0247 0.4027  -0.429
C: 0.1254 1.0093 0.0760  0.451
N: 1.5127 1.0330 -0.3208  -0.436
C: 2.1406 -0.0706 -0.3141  0.017
C: 1.5235 -1.3258 0.1789  0.010
N: 0.2518 -1.4370 0.3846  -0.430
C: -0.5494 -0.3287 0.0900  0.243
S: -2.1110 -0.4276 -0.2294  -0.174
H: 3.2128 -0.0322 -0.5990  0.373
H: 2.1471 -2.2005 0.4160  0.374

Atomic forces in eV per Å
0.2 -0.2 -0.1
0.6 0.5 0.2
-0.5 0.2 -0.2
0.5 0.1 0.2
-0.9 -0.3 0.2
1.0 -0.2 -0.2
0.4 0.1 0.1
-0.4 -0.3 -0.1
-0.7 -0.3 0.1
-0.2 0.4 -0.1